25
Properties=species:S:1:pos:R:3:forces:R:3 method="wB97M-V/def2-TZVPD" total_energy_ha=-406.461064 fmax_ha_per_bohr=0.10983 relative_energy_ev=6.0965 e_lumo_ha="0.026 / 0.024" charge=0 orbital_gap_ev="7.27 / 7.00"
C -1.5784 -1.4157 -0.2089 1.256 3.862 0.818
C -0.2351 -1.8246 -0.2216 -2.250 -4.304 -2.883
C 0.8464 -0.0184 0.7664 -1.773 -1.032 1.036
C 1.3665 1.1413 0.7658 0.206 4.104 -0.950
C -1.8746 -0.0670 -0.0993 1.026 0.133 0.818
C 2.2845 1.8638 -0.3272 1.067 -4.021 1.992
C -3.0883 0.3606 0.7318 -0.219 -1.215 -3.675
C -1.0740 1.0340 -0.7655 -3.692 0.789 2.978
C 2.1695 -1.8373 -0.0086 -2.293 -1.473 -0.290
N 0.8411 -1.1348 0.0585 1.881 -0.759 -0.057
H -2.4419 -1.9847 -0.0609 -0.563 -1.877 0.269
H -0.1959 -2.9117 -0.5968 1.105 1.695 0.712
H 0.9299 1.8923 1.5250 1.297 -1.136 -0.752
H 2.4586 1.3669 -1.3052 -0.825 0.053 0.501
H 3.2441 1.5885 0.2279 -0.515 1.734 -0.935
H 1.9722 2.8521 -0.4505 0.184 1.678 0.032
H -2.6908 0.6922 1.6424 -0.052 0.545 1.486
H -3.6961 -0.5519 0.7550 -0.115 0.323 0.862
H -3.6907 1.0931 0.1641 0.309 0.167 0.641
H -1.8109 1.4140 -1.4265 -0.500 0.720 -1.329
H -0.2233 0.7494 -1.2157 2.730 -0.939 -1.720
H -0.8944 1.8508 -0.0412 0.106 -0.334 -0.378
H 2.2636 -2.5463 -0.8298 -0.210 0.561 -0.387
H 2.9409 -1.1622 0.0746 1.553 1.620 -0.207
H 2.1772 -2.4444 0.8462 0.287 -0.895 1.419